Formula: C3H5N
Source: OMol25
Level of theory: wB97M-V/def2-TZVPD

Last column: natural (NBO) charge in e.
Element x y z (Å)
C: 0.60652 0.62994 0.11133  -0.046
C: 1.00090 -0.04896 1.17025  -0.432
C: -1.04914 -0.75118 -0.84816  -0.046
N: -0.62368 0.39884 -0.54710  -0.408
H: 1.15210 1.49808 -0.22884  0.203
H: 0.58784 -0.96174 1.59265  0.194
H: 1.81563 0.22357 1.83819  0.203
H: -1.95221 -0.74742 -1.44518  0.180
H: -0.50344 -1.66498 -0.58686  0.151

Properties
total energy	-4680.35046	eV
SMILES string	C=CN=C
orbital gap	10.3	eV


Formula: C3H5N
Source: OMol25
Level of theory: wB97M-V/def2-TZVPD

Last column: Mulliken spin population.
Element x y z (Å)
C: 2.18669 0.91452 0.32211  0.765
C: 0.07716 -0.07282 0.41056  0.806
C: -1.37575 -0.18920 -0.43514  -0.044
N: 1.28692 0.13432 0.11962  0.221
H: 3.17049 0.86913 0.35441  0.129
H: -0.01878 -0.96781 1.03937  0.076
H: -1.99414 0.68958 -0.50798  0.022
H: -1.99502 -0.85111 0.16490  0.001
H: -1.33757 -0.52660 -1.46785  0.024

Properties
total energy	-4675.90806	eV
orbital gap (spin up / spin down)	6.9 / 10.2	eV
⟨S²⟩	2.0113
multiplicity	3


Please write out number 2 again, unchanged.
Formula: C3H5N
Source: OMol25
Level of theory: wB97M-V/def2-TZVPD

Last column: Mulliken spin population.
Element x y z (Å)
C: 2.18669 0.91452 0.32211  0.765
C: 0.07716 -0.07282 0.41056  0.806
C: -1.37575 -0.18920 -0.43514  -0.044
N: 1.28692 0.13432 0.11962  0.221
H: 3.17049 0.86913 0.35441  0.129
H: -0.01878 -0.96781 1.03937  0.076
H: -1.99414 0.68958 -0.50798  0.022
H: -1.99502 -0.85111 0.16490  0.001
H: -1.33757 -0.52660 -1.46785  0.024

Properties
total energy	-4675.90806	eV
orbital gap (spin up / spin down)	6.9 / 10.2	eV
⟨S²⟩	2.0113
multiplicity	3